# 1
C5H12N | wB97M-V/def2-TZVPD

Element x y z (Å)
C: -0.594 0.190 -0.736
H: 1.590 0.738 0.786
H: 1.686 0.765 2.506
H: -0.113 -1.142 2.329
H: -1.570 0.267 -2.820
H: 0.349 1.858 -1.574
N: 1.055 0.602 1.682
H: -1.884 -1.224 -1.727
C: -0.004 1.439 -0.675
C: 0.506 -0.889 1.452
H: 0.577 2.020 -0.014
C: -1.141 -0.340 -2.055
H: 1.428 -1.446 1.622
H: 0.132 1.102 1.741
H: -0.265 -0.738 -2.583
H: 0.312 -1.603 -0.671
H: -1.186 -1.493 0.348
C: -0.174 -0.953 0.060

Output
orbital gap = 9.43 eV
energy relative to the best compared isomer or geometry (same formula, charge and spin) = 81.5 kcal per mole
charge = +1
total energy = -6860.023 eV
structure (SMILES) = C=C(C)CC[NH3+]

# 2
C5H12N | wB97M-V/def2-TZVPD

Element x y z (Å)
C: -0.759 0.027 -1.737
H: -1.691 1.853 -1.324
H: -0.319 -0.191 2.226
H: -1.239 0.089 0.390
C: -0.573 -0.311 -0.461
H: -1.197 1.499 -2.942
N: -1.609 1.166 -2.076
H: -0.415 -0.503 -2.562
H: 0.714 1.478 2.038
C: 0.681 0.307 2.234
H: 2.200 -1.402 1.488
H: 1.143 0.016 3.124
C: 1.485 -0.506 1.042
H: -2.519 0.929 -2.244
H: 2.278 0.074 1.011
H: 0.130 -1.985 0.543
C: 0.507 -1.126 0.021
H: 1.181 -1.412 -0.771

Output
orbital gap = 10.18 eV
energy relative to the best compared isomer or geometry (same formula, charge and spin) = 81.1 kcal per mole
charge = +1
total energy = -6860.041 eV
structure (SMILES) = CCC/C=C/[NH3+]

# 3
C5H12N2 | wB97M-V/def2-TZVPD

Element x y z (Å)
H: 1.247 -1.205 -1.769
N: -0.614 -1.216 -0.700
H: 0.740 0.416 1.881
C: 1.573 -1.319 0.409
H: -2.241 2.815 0.416
H: 1.490 -2.164 1.135
C: 0.814 0.034 0.775
C: -1.020 1.345 -0.399
H: -1.443 -0.406 0.937
H: -1.382 -1.876 -0.517
H: 0.742 -2.827 -1.134
H: 1.150 0.997 0.279
H: 0.054 1.646 -0.954
H: -0.643 3.169 0.612
H: -1.856 1.214 -1.163
H: 2.653 -1.192 0.224
C: -0.625 -0.132 0.235
C: 0.723 -1.694 -0.858
N: -1.363 2.396 0.591

Output
orbital gap (alpha / beta) = 2.44 / 8.26 eV
energy relative to the best compared isomer or geometry (same formula, charge and spin) = 38.9 kcal per mole
charge = -1
total energy = -8356.621 eV
spin multiplicity = 2

Q: The highest energy relative to the best compared isomer or geometry (same formula, charge and spin) belongs to which entry?
A: number 1

Q: Which of these has the lowest energy relative to the best compared isomer or geometry (same formula, charge and spin)?
A: C5H12N2

Q: Which value of charge does entry 2 give?
A: +1

Q: Which of these has the highest energy relative to the best compared isomer or geometry (same formula, charge and spin)?
A: number 1